w:
2 unconnected molecules or ions with the total composition C2H4BrNO3, computed with the ωB97M-V functional and the def2-TZVPD basis.

CARTESIAN COORDINATES (ANGSTROEM)
C (0.415, 2.117, -1.610)
C (1.317, -0.668, -0.517)
N (0.642, -1.529, 0.210)
O (-0.381, -2.113, -0.347)
O (0.963, -1.939, 1.354)
O (-0.269, 2.357, -0.649)
Br (2.796, 0.111, 0.229)
H (1.460, 2.449, -1.672)
H (0.057, 1.548, -2.441)
H (1.039, -0.451, -1.439)
H (-0.607, -2.910, 0.047)

Results
Spin multiplicity = 1
Kohn-Sham gap = 0.349 Ha
SMILES = [O-]/[N+](O)=C\Br.C=O


x:
2 unconnected molecules or ions with the total composition C2H4BrNO3, computed with the ωB97M-V functional and the def2-TZVPD basis.

CARTESIAN COORDINATES (ANGSTROEM)
C (-1.310, 0.205, 0.429)
C (-1.383, -0.233, -0.953)
N (2.473, -0.413, 0.281)
O (2.322, -0.856, -0.788)
O (2.439, -0.739, 1.379)
O (-1.066, -1.306, -1.320)
Br (2.459, 1.754, 0.120)
H (-0.814, 1.144, 0.638)
H (-2.342, 0.374, 0.721)
H (-0.909, -0.595, 1.072)
H (-1.870, 0.664, -1.582)

Results
Spin multiplicity = 1
Kohn-Sham gap (alpha / beta) = 0.302 / 0.302 Ha
SMILES = O=[N+]([O-])Br.CC=O


Relative to the most stable structure, the computed energies are w 0.542; x 0.000, all in eV.


w:
C22H30N4O5S in the gas phase, computed with the ωB97M-V functional and the def2-TZVPD basis.

CARTESIAN COORDINATES (ANGSTROEM)
C (2.877, -3.022, 4.967)
C (2.651, -2.196, 3.739)
C (3.581, -2.192, 2.708)
C (3.403, -1.419, 1.569)
C (2.257, -0.628, 1.474)
C (1.304, -0.606, 2.491)
C (1.524, -1.400, 3.612)
H (0.793, -1.392, 4.407)
C (0.068, 0.232, 2.438)
H (-0.550, -0.034, 1.583)
H (-0.513, 0.101, 3.349)
H (0.328, 1.282, 2.328)
S (2.067, 0.326, -0.034)
O (3.258, 1.075, -0.318)
O (0.849, 1.096, -0.049)
N (1.971, -0.916, -1.188)
C (0.880, -1.835, -0.882)
C (0.243, -2.355, -2.164)
N (-0.325, -1.239, -2.893)
C (-1.651, -1.267, -3.154)
O (-2.319, -2.274, -3.036)
C (-2.269, 0.013, -3.711)
N (-2.445, 1.040, -2.702)
C (-2.359, 0.907, -1.348)
O (-1.998, -0.071, -0.741)
C (-2.818, 2.237, -0.750)
N (-3.126, 2.992, -1.938)
C (-2.891, 2.319, -3.083)
O (-3.021, 2.695, -4.217)
H (-3.413, 3.955, -1.925)
C (-1.737, 2.895, 0.138)
C (-2.400, 3.132, 1.497)
H (-1.684, 3.085, 2.314)
C (-3.456, 2.034, 1.576)
H (-4.212, 2.224, 2.336)
H (-2.979, 1.077, 1.781)
C (-4.040, 2.020, 0.169)
H (-4.561, 1.092, -0.062)
H (-4.733, 2.852, 0.032)
H (-2.884, 4.111, 1.519)
H (-1.385, 3.819, -0.318)
H (-0.885, 2.223, 0.233)
H (-3.254, -0.254, -4.111)
H (-1.669, 0.432, -4.524)
C (0.501, -0.045, -2.969)
H (0.121, 0.735, -2.300)
C (1.928, -0.380, -2.535)
H (2.383, -1.102, -3.221)
H (2.538, 0.524, -2.528)
H (0.512, 0.338, -3.995)
H (-0.577, -3.037, -1.931)
H (0.979, -2.882, -2.779)
H (1.278, -2.661, -0.286)
H (0.104, -1.318, -0.306)
C (4.428, -1.461, 0.485)
H (4.002, -1.893, -0.419)
H (5.286, -2.052, 0.795)
H (4.749, -0.454, 0.234)
H (4.466, -2.807, 2.792)
H (1.935, -3.253, 5.458)
H (3.500, -2.471, 5.671)
H (3.388, -3.949, 4.722)

Results
Spin multiplicity = 1
Kohn-Sham gap = 0.361 Ha
SMILES = Cc1cc(C)c(S(=O)(=O)N2CCN(C(=O)CN3C(=O)NC4(CCCC4)C3=O)CC2)c(C)c1


x:
C22H30N4O5S in the gas phase, computed with the ωB97M-V functional and the def2-TZVPD basis.

CARTESIAN COORDINATES (ANGSTROEM)
C (1.375, 3.962, 2.487)
C (0.520, 3.512, 1.341)
C (0.481, 2.168, 0.992)
C (-0.300, 1.749, -0.072)
C (-1.043, 2.665, -0.804)
C (-1.002, 4.012, -0.475)
C (-0.219, 4.420, 0.598)
H (-0.188, 5.470, 0.858)
C (-1.780, 5.015, -1.272)
H (-2.584, 4.533, -1.821)
H (-2.199, 5.783, -0.626)
H (-1.123, 5.504, -1.992)
H (-1.659, 2.319, -1.618)
N (-0.321, 0.372, -0.405)
S (-0.908, -0.721, 0.640)
O (-0.193, -1.962, 0.451)
O (-0.923, -0.174, 1.964)
C (-2.633, -1.104, 0.243)
C (-3.275, -1.972, 1.065)
N (-4.581, -2.285, 0.832)
C (-5.338, -1.765, -0.206)
O (-6.492, -2.061, -0.370)
N (-4.642, -0.901, -1.008)
C (-3.305, -0.512, -0.889)
O (-2.831, 0.245, -1.704)
H (-5.153, -0.503, -1.789)
H (-5.063, -2.932, 1.445)
C (-2.617, -2.618, 2.228)
H (-3.278, -3.324, 2.724)
H (-1.711, -3.123, 1.895)
H (-2.296, -1.850, 2.931)
C (0.102, -0.058, -1.721)
H (-0.298, 0.603, -2.490)
H (-0.272, -1.071, -1.879)
C (1.639, -0.052, -1.772)
O (2.271, 0.644, -2.538)
N (2.176, -0.882, -0.866)
H (1.551, -1.413, -0.270)
C (3.594, -0.931, -0.564)
C (4.103, -2.373, -0.655)
C (5.558, -2.448, -1.118)
H (5.780, -3.475, -1.417)
C (6.578, -2.031, -0.061)
C (6.351, -0.640, 0.531)
H (7.248, -0.368, 1.092)
C (5.151, -0.589, 1.479)
H (5.082, -1.546, 2.001)
C (3.815, -0.270, 0.804)
H (3.724, 0.810, 0.667)
H (3.006, -0.584, 1.470)
H (5.326, 0.174, 2.241)
H (6.230, 0.093, -0.267)
H (7.570, -2.062, -0.518)
H (6.573, -2.762, 0.752)
H (5.674, -1.817, -2.002)
H (3.485, -2.895, -1.389)
H (3.980, -2.882, 0.302)
H (4.074, -0.335, -1.347)
H (1.045, 1.441, 1.553)
H (2.424, 3.966, 2.190)
H (1.269, 3.282, 3.330)
H (1.106, 4.966, 2.806)

Results
Spin multiplicity = 1
Kohn-Sham gap = 0.331 Ha
SMILES = Cc1cc(C)cc(N(CC(=O)NC2CCCCCC2)S(=O)(=O)c2c(C)[nH]c(=O)[nH]c2=O)c1


Relative to the most stable structure, the computed energies are w 0.238; x 0.000, all in eV.


w:
10 unconnected molecules or ions with the total composition H20O10, computed with the ωB97M-V functional and the def2-TZVPD basis.

CARTESIAN COORDINATES (ANGSTROEM)
O (0.980, 11.546, 8.591)
H (0.593, 11.913, 9.386)
H (0.406, 10.816, 8.360)
O (-0.328, 9.143, 8.242)
H (-0.762, 8.760, 9.004)
H (-0.796, 8.779, 7.491)
O (5.867, 8.856, 9.886)
H (4.931, 9.010, 9.757)
H (6.201, 8.662, 9.010)
O (2.557, 5.552, 7.053)
H (1.663, 5.733, 6.763)
H (3.111, 5.894, 6.350)
O (5.528, 7.885, 7.060)
H (4.803, 7.520, 6.554)
H (6.294, 7.387, 6.776)
O (5.320, 10.573, 7.544)
H (5.632, 9.708, 7.278)
H (5.937, 11.185, 7.142)
O (3.470, 12.002, 5.838)
H (3.663, 11.271, 6.425)
H (2.515, 12.065, 5.838)
O (1.139, 8.911, 4.383)
H (1.062, 9.832, 4.631)
H (1.340, 8.458, 5.202)
O (2.363, 8.616, 6.901)
H (3.128, 8.517, 7.468)
H (1.717, 9.064, 7.446)
O (2.622, 9.294, 10.018)
H (2.423, 10.194, 10.274)
H (1.780, 8.840, 10.064)

Results
Spin multiplicity = 2
<S²> = 0.7505
Kohn-Sham gap (alpha / beta) = 0.088 / 0.374 Ha
Total charge = -1


x:
10 unconnected molecules or ions with the total composition H20O10, computed with the ωB97M-V functional and the def2-TZVPD basis.

CARTESIAN COORDINATES (ANGSTROEM)
O (0.349, -0.306, -3.867)
H (0.714, -1.065, -4.351)
H (-0.534, -0.330, -4.264)
O (2.665, 2.794, -1.113)
H (2.309, 2.108, -0.553)
H (2.951, 2.267, -1.866)
O (-1.342, -2.352, 2.949)
H (-0.848, -2.342, 3.787)
H (-0.531, -2.470, 2.422)
O (-3.342, -0.291, 2.024)
H (-2.671, -0.658, 2.606)
H (-3.978, 0.108, 2.629)
O (-0.151, -0.040, 3.216)
H (-0.110, 0.903, 2.987)
H (-0.918, -0.413, 2.764)
O (2.219, -2.942, -2.384)
H (2.210, -3.367, -1.519)
H (1.604, -2.207, -2.221)
O (1.783, 0.389, -1.521)
H (1.406, 0.105, -2.374)
H (1.065, 0.773, -1.021)
O (-0.172, 2.846, 2.175)
H (-0.882, 2.694, 2.859)
H (0.165, 3.740, 2.468)
O (-1.083, 0.999, -0.200)
H (-1.528, 1.565, 0.472)
H (-0.194, 1.080, 0.175)
O (-0.696, -1.156, -1.591)
H (-0.995, -0.884, -0.708)
H (-1.527, -0.988, -2.049)

Results
Spin multiplicity = 2
<S²> = 0.7506
Kohn-Sham gap (alpha / beta) = 0.085 / 0.376 Ha
Total charge = -1


Relative to the most stable structure, the computed energies are w 0.000; x 1.096, all in eV.